# C4H11NO2

A single C4H11NO2 molecule in a non-equilibrium geometry (ωB97M-V/def2-TZVPD, the Open Molecules 2025 dataset).

## Properties
* LUMO energy: 0.88 eV
* HOMO level: -8.36 eV
* SMILES: C[C@@H](CO)NCO
* energy relative to the best compared isomer or geometry (same formula, charge and spin): 2.086 eV

Last column: Mulliken charge in e.
Cartesian coordinates (Å):
C (1.28306, -1.48375, 0.46151)  -1.64
C (0.45194, -0.21032, 0.32789)  0.62
C (0.89170, 0.62723, -0.90070)  -0.60
O (2.28995, 0.92401, -0.76656)  -0.56
N (-0.96875, -0.39827, 0.35357)  -0.21
C (-1.87083, 0.66043, 0.03379)  -0.35
O (-2.89601, 0.61322, 1.04221)  -0.55
H (0.97052, -2.12909, 1.28668)  0.38
H (2.34141, -1.23128, 0.41514)  0.37
H (1.07872, -2.11439, -0.40824)  0.41
H (0.75705, 0.37082, 1.26493)  0.08
H (0.66869, 0.00689, -1.77518)  0.37
H (0.46751, 1.63561, -0.82499)  0.30
H (2.82336, 0.30472, -1.27359)  0.32
H (-1.30967, -1.28207, 0.68133)  0.23
H (-2.18225, 0.71445, -1.03003)  0.30
H (-1.34738, 1.59681, 0.23495)  0.22
H (-3.44901, 1.39499, 0.87730)  0.31

=====

# C3H6OS2

A single C3H6OS2 molecule in a non-equilibrium geometry (ωB97M-V/def2-TZVPD, the Open Molecules 2025 dataset).

## Properties
* LUMO energy: -0.31 eV
* HOMO level: -8.75 eV
* SMILES: CSC(=S)CO
* energy relative to the best compared isomer or geometry (same formula, charge and spin): 1.278 eV

Last column: Mulliken charge in e.
Cartesian coordinates (Å):
C (-1.44225, -1.14961, 0.15947)  -0.79
C (1.31143, -0.34470, -0.15826)  0.37
C (0.72268, 1.01100, 0.25928)  -0.72
H (-2.13832, -1.77601, -0.39871)  0.33
H (-1.69061, -1.35331, 1.24453)  0.28
H (-1.66317, -0.13294, -0.08633)  0.28
H (1.64557, 1.58195, 0.37066)  0.38
H (0.25262, 1.02950, 1.24469)  0.33
H (0.21686, 1.86200, -1.38267)  0.31
O (-0.26544, 1.60192, -0.62721)  -0.48
S (0.18363, -1.62888, -0.47079)  -0.04
S (2.86701, -0.70093, -0.15467)  -0.25

=====

# C30H71N9O12SZn

C30H71N9O12SZn as an isolated structure in a non-equilibrium geometry (ωB97M-V/def2-TZVPD, the Open Molecules 2025 dataset).

## Properties
* LUMO energy (alpha / beta): 1.85 / 1.83 eV
* 2S+1: 2
* net charge: -1
* HOMO level (alpha / beta): -0.62 / -6.76 eV
* expectation value of S²: 0.75

Last column: Mulliken spin population.
Cartesian coordinates (Å):
Zn (1.15670, 0.78470, 1.57521)  0.20
S (0.01958, 0.69215, -0.72430)  -0.11
O (-1.24066, 1.36739, -0.99417)  -0.02
O (-0.07371, -0.08607, 0.45560)  -1.75
O (0.45204, -0.11875, -1.80901)  -0.05
O (1.06014, 1.56945, -0.17423)  -0.04
C (-0.69792, -3.35385, 1.74975)  0.09
C (0.36007, -4.18257, 2.45179)  -0.16
N (0.13775, -5.67384, 2.40309)  0.01
C (0.09213, -6.27053, 1.04912)  0.00
C (1.44461, -6.07389, 0.37441)  -0.01
C (-1.05160, -6.15201, 3.15663)  0.00
C (-1.04175, -5.72525, 4.56634)  -0.02
H (-1.66660, -3.54023, 2.21346)  0.00
H (-0.78724, -3.48778, 0.67171)  0.00
H (-0.54284, -2.28505, 1.89713)  -0.07
H (1.35172, -4.02400, 2.02800)  0.05
H (0.44316, -3.85940, 3.48946)  0.11
H (-0.13003, -7.33716, 1.01676)  0.00
H (-0.63231, -5.80599, 0.38018)  0.00
H (1.62118, -5.01522, 0.18432)  0.01
H (2.29851, -6.45394, 0.93522)  0.00
H (1.47248, -6.56629, -0.59763)  0.00
H (-1.14937, -7.23761, 3.15186)  0.00
H (-1.96259, -5.69829, 2.76632)  0.00
H (-1.85059, -6.23134, 5.09336)  -0.01
H (-1.21338, -4.65570, 4.68759)  0.04
H (-0.13190, -6.01575, 5.09158)  0.01
C (1.91779, -0.76044, 5.32483)  0.32
C (0.72948, -0.61779, 4.42714)  1.91
O (0.87483, -0.33034, 3.24412)  -1.41
N (-0.48891, -0.79432, 4.94671)  0.07
C (-1.74427, -0.44955, 4.35924)  0.05
H (2.26860, 0.22516, 5.63079)  0.29
H (2.69531, -1.29874, 4.78278)  0.28
H (1.61440, -1.27125, 6.23868)  -0.13
H (-0.51562, -1.06704, 5.91882)  -0.29
H (-1.64042, -0.41865, 3.27464)  0.11
H (-2.08744, 0.54357, 4.64913)  0.04
H (-2.43494, -1.25243, 4.61703)  -0.07
C (-1.72748, -2.43193, -2.14537)  -0.01
C (-0.92867, -2.76646, -3.37557)  0.00
O (-1.39171, -3.59410, -4.13933)  0.00
N (0.23911, -2.13874, -3.57693)  0.00
C (1.09412, -2.31273, -4.71110)  0.00
H (-2.68125, -2.06827, -2.52769)  0.00
H (-1.22991, -1.74653, -1.45926)  0.00
H (-1.95149, -3.33390, -1.57584)  0.00
H (0.45334, -1.45344, -2.86659)  0.01
H (1.41218, -1.35726, -5.12823)  0.00
H (0.59070, -2.86746, -5.50290)  0.00
H (1.99470, -2.88847, -4.49760)  0.00
C (-1.62880, 7.45736, -4.00906)  0.00
C (-1.55667, 6.59177, -2.76809)  0.00
O (-1.05312, 6.99746, -1.71835)  0.00
N (-2.22541, 5.38243, -2.92457)  0.00
C (-2.21775, 4.36912, -1.89604)  0.01
H (-1.92679, 6.81456, -4.83738)  0.00
H (-0.64342, 7.86612, -4.23276)  0.00
H (-2.32444, 8.28938, -3.89996)  0.00
H (-2.74489, 5.21279, -3.77395)  0.00
H (-1.17687, 4.19024, -1.62650)  0.00
H (-2.66967, 3.41135, -2.15398)  0.00
H (-2.61425, 4.77442, -0.96512)  0.00
C (-1.14977, 1.41026, -4.25733)  0.00
C (0.22486, 1.42047, -4.87792)  0.00
O (0.40686, 1.64743, -6.07540)  0.00
N (1.23178, 1.11277, -4.10532)  -0.02
C (2.61445, 1.17340, -4.40487)  0.00
H (-1.84799, 1.69684, -5.04375)  0.00
H (-1.11735, 2.15684, -3.46381)  0.00
H (-1.35145, 0.43506, -3.81415)  0.00
H (0.93910, 0.72224, -3.22105)  0.01
H (3.11927, 2.03638, -3.97069)  0.00
H (2.86018, 1.18650, -5.46673)  0.00
H (3.14795, 0.32431, -3.97763)  0.00
C (-3.37767, -0.33637, 1.21460)  0.00
C (-4.25308, -0.30182, 0.02866)  0.01
O (-5.43415, -0.62762, 0.13192)  0.00
N (-3.77800, 0.28453, -1.09709)  0.00
C (-4.56102, 0.50760, -2.34658)  0.00
H (-2.53420, 0.35175, 1.27061)  0.00
H (-2.99704, -1.35724, 1.24719)  -0.01
H (-4.03738, -0.28109, 2.08053)  0.02
H (-2.83904, 0.65656, -1.10386)  0.00
H (-4.18208, -0.03630, -3.21184)  0.00
H (-4.27963, 1.51610, -2.64963)  0.00
H (-5.64613, 0.42540, -2.28417)  0.00
C (4.83192, -1.20059, 2.03288)  0.08
C (3.67839, -1.15543, 1.04481)  0.94
O (2.79587, -0.29358, 1.12213)  0.41
N (3.58303, -2.10372, 0.11244)  -0.04
C (2.49737, -2.27573, -0.82665)  0.00
H (5.67377, -0.59464, 1.69788)  -0.04
H (5.28254, -2.17578, 2.21735)  -0.01
H (4.53109, -0.77547, 2.99041)  0.11
H (4.37883, -2.71349, -0.00998)  -0.01
H (2.70824, -1.77681, -1.77254)  -0.01
H (1.54773, -1.98904, -0.37488)  0.04
H (2.44880, -3.30030, -1.19545)  0.00
C (4.41993, 2.16516, -0.90671)  0.07
C (3.77700, 3.50966, -1.26853)  0.08
O (4.56000, 4.42811, -1.57267)  -0.02
N (2.48251, 3.64156, -1.26274)  -0.02
C (1.75207, 4.79426, -1.75791)  0.01
H (5.44436, 2.06021, -1.26398)  0.00
H (3.82369, 1.27980, -1.12747)  0.01
H (4.49587, 2.09939, 0.17864)  -0.02
H (1.89696, 2.86250, -0.99762)  0.04
H (1.06891, 5.12216, -0.97441)  0.00
H (1.18779, 4.40165, -2.60381)  0.00
H (2.33354, 5.58515, -2.23172)  0.00
C (-2.50987, 2.98811, 1.96790)  0.06
C (-1.21665, 2.77441, 2.76055)  0.54
O (-0.43042, 1.97493, 2.39829)  -0.87
N (-1.07936, 3.51601, 3.79988)  -0.08
C (0.06302, 3.59466, 4.73644)  0.46
H (-2.81439, 4.02419, 1.81989)  0.02
H (-3.34430, 2.41789, 2.37615)  0.01
H (-2.36939, 2.61804, 0.95231)  -0.02
H (-1.81067, 4.15432, 4.07889)  0.00
H (0.52435, 4.58217, 4.72654)  -0.02
H (0.82002, 2.82621, 4.57984)  -0.01
H (-0.20926, 3.34086, 5.76091)  -0.19

=====

# C3H8OS2

A 2-piece molecular cluster, C3H8OS2 overall in a non-equilibrium geometry (ωB97M-V/def2-TZVPD, the Open Molecules 2025 dataset).

## Properties
* LUMO energy: -0.24 eV
* HOMO level: -9.55 eV
* SMILES: CCC=O.SS
* energy relative to the best compared isomer or geometry (same formula, charge and spin): 0.942 eV

Last column: Mulliken charge in e.
Cartesian coordinates (Å):
S (-3.60942, -0.15572, 2.05632)  -0.18
S (-2.19192, 1.18072, 1.09580)  -0.16
H (-4.21089, -0.56152, 0.96005)  0.16
H (-1.00578, 0.64471, 1.40953)  0.13
O (2.97855, 0.79053, -1.80944)  -0.46
C (2.10780, 0.73652, -0.97396)  0.00
C (0.76210, 0.06416, -1.13339)  0.17
C (0.56391, -0.87217, 0.08593)  -1.29
H (2.29315, 1.11766, 0.08276)  0.27
H (0.66115, -0.51675, -2.07615)  0.25
H (-0.07651, 0.78934, -1.06423)  0.13
H (1.44926, -1.52849, 0.26584)  0.37
H (-0.40748, -1.38282, 0.03467)  0.32
H (0.68608, -0.30618, 1.06625)  0.30